[1]
A 9-piece molecular cluster, C96H216F6N3O12P6S6 overall in a non-equilibrium geometry, computed with ωB97M-V with the def2-TZVPD basis set.

Calculated values
- Kohn-Sham gap (eV) = 6.1
- total charge = +3

Positions of all 345 atoms, in Å:
C  -3.782  -2.426  -0.167
C  -4.413  -2.586  1.257
C  -5.449  -1.480  1.601
C  -6.668  -1.274  0.649
P  -7.235  0.525  0.557
C  -8.484  0.743  -0.785
C  -9.977  0.336  -0.605
C  -10.132  -1.191  -0.720
C  -11.629  -1.546  -0.664
C  -5.753  1.437  -0.166
C  -5.202  0.938  -1.588
C  -3.911  1.542  -2.090
C  -2.601  0.761  -1.731
C  -7.925  1.163  2.123
C  -7.339  0.804  3.454
C  -5.975  1.435  3.780
C  -5.125  0.703  4.825
H  -3.324  -3.375  -0.445
H  -3.012  -1.654  -0.167
H  -4.530  -2.250  -0.940
H  -3.690  -2.653  2.070
H  -5.050  -3.469  1.301
H  -4.897  -0.540  1.631
H  -5.699  -1.708  2.637
H  -7.522  -1.767  1.115
H  -6.547  -1.669  -0.360
H  -8.170  0.418  -1.777
H  -8.508  1.832  -0.824
H  -10.653  0.841  -1.294
H  -10.353  0.606  0.382
H  -9.678  -1.735  0.107
H  -9.634  -1.593  -1.603
H  -11.684  -2.592  -0.968
H  -12.170  -0.894  -1.349
H  -12.168  -1.560  0.284
H  -4.993  1.504  0.612
H  -6.189  2.429  -0.290
H  -5.973  1.217  -2.307
H  -5.159  -0.147  -1.681
H  -3.739  2.541  -1.689
H  -3.948  1.531  -3.179
H  -2.686  -0.280  -2.045
H  -2.465  0.814  -0.651
H  -1.759  1.205  -2.262
H  -8.979  0.905  2.023
H  -8.045  2.245  2.154
H  -7.390  -0.280  3.551
H  -8.031  1.115  4.237
H  -6.050  2.490  4.046
H  -5.410  1.484  2.849
H  -5.667  0.783  5.767
H  -4.210  1.283  4.947
H  -4.789  -0.291  4.527
C  7.828  -3.455  5.146
C  7.897  -2.266  4.257
C  6.971  -2.352  3.061
C  5.459  -2.611  3.500
P  4.418  -2.493  2.035
C  2.628  -2.543  2.355
C  1.645  -2.505  1.063
C  0.250  -2.958  1.491
C  0.141  -4.494  1.471
C  4.636  -0.967  1.140
C  4.456  0.205  2.071
C  4.649  1.578  1.464
C  6.084  1.895  1.105
C  4.752  -3.854  0.937
C  4.397  -5.230  1.492
C  4.544  -6.384  0.524
C  5.820  -6.366  -0.273
H  8.673  -3.560  5.826
H  7.811  -4.387  4.580
H  6.898  -3.544  5.708
H  8.864  -2.069  3.796
H  7.588  -1.424  4.876
H  7.277  -3.111  2.341
H  7.003  -1.473  2.417
H  5.101  -1.901  4.245
H  5.309  -3.567  4.003
H  2.424  -1.802  3.127
H  2.592  -3.517  2.843
H  2.134  -3.158  0.340
H  1.580  -1.525  0.591
H  -0.383  -2.517  0.721
H  -0.051  -2.527  2.446
H  -0.772  -4.978  1.817
H  1.067  -4.917  1.860
H  0.215  -4.817  0.432
H  3.895  -0.875  0.346
H  5.613  -1.030  0.660
H  5.108  0.037  2.928
H  3.507  0.203  2.608
H  4.380  2.358  2.177
H  3.948  1.579  0.630
H  6.148  2.961  0.889
H  6.532  1.335  0.285
H  6.760  1.677  1.932
H  5.831  -3.803  0.792
H  4.390  -3.908  -0.089
H  3.399  -5.273  1.927
H  5.047  -5.501  2.324
H  3.735  -6.371  -0.207
H  4.469  -7.314  1.088
H  5.822  -5.562  -1.008
H  5.924  -7.262  -0.885
H  6.697  -6.262  0.366
C  -1.735  -1.875  5.149
C  -1.228  -1.625  6.609
C  -0.414  -0.380  6.784
C  0.873  -0.190  5.935
P  2.161  0.911  6.721
C  2.711  0.255  8.338
C  3.281  -1.217  8.392
C  4.009  -1.476  9.723
C  4.440  -2.944  9.730
C  3.448  0.983  5.455
C  4.737  1.833  5.744
C  5.844  1.161  6.614
C  7.223  1.959  6.553
C  1.529  2.659  7.021
C  0.369  3.102  6.156
C  0.661  4.364  5.220
C  1.997  4.349  4.490
H  -0.866  -2.192  4.572
H  -2.076  -1.013  4.576
H  -2.428  -2.705  5.010
H  -0.624  -2.438  7.011
H  -2.080  -1.459  7.268
H  -0.136  -0.391  7.838
H  -0.911  0.585  6.684
H  0.572  0.227  4.973
H  1.293  -1.196  5.957
H  1.957  0.455  9.099
H  3.447  1.012  8.609
H  3.956  -1.365  7.549
H  2.410  -1.851  8.226
H  3.277  -1.315  10.514
H  4.859  -0.794  9.729
H  4.146  -3.568  10.574
H  5.529  -2.932  9.779
H  4.136  -3.442  8.810
H  2.925  1.479  4.637
H  3.567  -0.061  5.164
H  4.460  2.832  6.082
H  5.201  2.057  4.784
H  6.063  0.144  6.287
H  5.489  1.082  7.641
H  8.020  1.402  7.046
H  7.361  2.879  7.120
H  7.518  2.289  5.557
H  2.391  3.323  6.951
H  1.230  2.442  8.046
H  -0.513  3.371  6.738
H  0.018  2.295  5.512
H  0.678  5.242  5.866
H  -0.136  4.410  4.478
H  2.828  4.401  5.193
H  2.086  5.228  3.852
H  2.033  3.432  3.903
C  6.908  -6.617  -3.730
C  5.898  -6.422  -4.844
C  5.874  -4.907  -5.321
C  5.007  -4.081  -4.313
P  4.520  -2.403  -4.795
C  5.933  -1.215  -4.989
C  6.816  -1.443  -6.288
C  8.239  -0.979  -6.043
C  9.209  -1.749  -5.108
C  3.268  -1.737  -3.608
C  3.221  -0.121  -3.482
C  2.206  0.325  -2.456
C  2.047  1.767  -2.427
C  3.777  -2.505  -6.390
C  3.212  -1.104  -6.785
C  2.645  -1.055  -8.252
C  3.701  -1.173  -9.368
H  6.727  -7.560  -3.213
H  6.898  -5.791  -3.019
H  7.959  -6.701  -4.008
H  4.937  -6.821  -4.521
H  6.121  -7.091  -5.674
H  5.396  -4.989  -6.298
H  6.853  -4.445  -5.447
H  5.393  -4.074  -3.294
H  4.051  -4.595  -4.209
H  6.369  -1.505  -4.033
H  5.596  -0.184  -4.880
H  6.406  -0.774  -7.044
H  6.822  -2.504  -6.535
H  8.179  0.086  -5.817
H  8.699  -0.968  -7.031
H  9.587  -2.660  -5.572
H  8.776  -2.048  -4.153
H  10.080  -1.209  -4.735
H  3.446  -2.128  -2.606
H  2.340  -2.221  -3.910
H  2.876  0.488  -4.317
H  4.150  0.307  -3.105
H  2.373  -0.083  -1.459
H  1.227  -0.106  -2.668
H  1.575  2.119  -3.344
H  2.955  2.336  -2.230
H  1.427  1.984  -1.557
H  2.983  -3.222  -6.184
H  4.415  -3.031  -7.100
H  3.978  -0.330  -6.739
H  2.399  -0.846  -6.106
H  2.140  -0.091  -8.304
H  1.796  -1.730  -8.358
H  3.405  -1.012  -10.405
H  4.038  -2.210  -9.333
H  4.522  -0.466  -9.254
C  -0.242  1.328  -5.941
C  -0.638  0.055  -5.177
C  -0.857  -1.165  -6.004
C  -1.600  -2.283  -5.143
P  -2.135  -3.752  -6.086
C  -2.222  -5.150  -4.842
C  -3.108  -4.921  -3.555
C  -3.987  -6.127  -3.153
C  -3.113  -7.250  -2.618
C  -0.866  -4.023  -7.421
C  -1.188  -5.189  -8.335
C  0.035  -5.594  -9.208
C  0.220  -4.818  -10.441
C  -3.791  -3.585  -6.783
C  -3.834  -2.283  -7.700
C  -5.126  -2.143  -8.305
C  -5.354  -3.010  -9.550
H  0.343  1.976  -5.288
H  -1.047  1.898  -6.403
H  0.458  1.076  -6.737
H  -1.565  0.317  -4.666
H  0.091  -0.208  -4.410
H  0.025  -1.597  -6.477
H  -1.482  -0.922  -6.864
H  -2.391  -1.854  -4.529
H  -0.899  -2.611  -4.375
H  -1.237  -5.410  -4.454
H  -2.595  -6.034  -5.358
H  -3.790  -4.080  -3.680
H  -2.463  -4.595  -2.739
H  -4.559  -6.554  -3.977
H  -4.664  -5.955  -2.316
H  -3.520  -8.222  -2.896
H  -2.831  -7.241  -1.565
H  -2.136  -7.174  -3.095
H  0.045  -4.325  -6.904
H  -0.658  -3.107  -7.974
H  -2.095  -4.871  -8.849
H  -1.484  -6.034  -7.714
H  0.102  -6.667  -9.390
H  0.918  -5.432  -8.591
H  0.483  -3.790  -10.193
H  -0.711  -4.787  -11.008
H  0.973  -5.211  -11.124
H  -4.443  -3.482  -5.916
H  -3.936  -4.463  -7.412
H  -3.017  -2.242  -8.420
H  -3.583  -1.385  -7.134
H  -5.319  -1.149  -8.708
H  -5.978  -2.265  -7.636
H  -4.727  -2.785  -10.413
H  -6.321  -2.861  -10.030
H  -5.373  -4.064  -9.273
C  -2.993  10.462  0.741
C  -3.256  9.667  -0.574
C  -3.187  8.071  -0.266
C  -1.750  7.683  0.109
P  -1.513  5.871  0.629
C  0.206  5.769  1.268
C  1.409  5.607  0.306
C  2.726  5.594  0.925
C  3.704  5.529  -0.248
C  -2.791  5.430  1.923
C  -2.881  6.512  3.014
C  -4.192  6.550  3.760
C  -4.305  5.447  4.880
C  -1.742  4.872  -0.919
C  -1.011  5.501  -2.134
C  -1.256  4.663  -3.440
C  -2.540  4.946  -4.122
H  -3.320  11.502  0.728
H  -1.908  10.452  0.848
H  -3.419  10.014  1.639
H  -2.545  9.876  -1.374
H  -4.221  9.900  -1.024
H  -3.495  7.495  -1.139
H  -3.987  7.866  0.446
H  -1.553  8.224  1.034
H  -1.018  7.807  -0.690
H  0.248  4.898  1.923
H  0.305  6.616  1.947
H  1.306  6.407  -0.427
H  1.242  4.723  -0.310
H  2.917  4.723  1.551
H  2.735  6.528  1.486
H  4.719  5.439  0.138
H  3.568  6.403  -0.884
H  3.575  4.603  -0.809
H  -2.419  4.482  2.311
H  -3.743  5.315  1.405
H  -2.887  7.506  2.566
H  -2.143  6.361  3.802
H  -4.912  6.315  2.976
H  -4.391  7.571  4.085
H  -5.225  5.234  5.425
H  -3.537  5.625  5.633
H  -4.004  4.524  4.385
H  -2.818  4.698  -0.941
H  -1.272  3.916  -0.688
H  0.056  5.378  -1.951
H  -1.331  6.529  -2.302
H  -1.154  3.605  -3.199
H  -0.456  4.904  -4.141
H  -3.346  4.433  -3.597
H  -2.484  4.414  -5.072
H  -2.780  5.994  -4.298
N  -0.870  2.647  1.514
S  0.171  1.592  1.378
O  0.250  0.800  0.187
O  0.838  1.044  2.592
F  1.254  2.647  0.895
S  -1.880  1.588  2.426
O  -1.718  1.646  3.854
O  -2.282  0.327  1.856
F  -3.232  2.471  2.263
N  -0.011  1.311  10.541
S  -0.223  -0.014  11.192
O  -0.057  -1.170  10.314
O  -1.166  -0.183  12.281
F  1.200  -0.153  12.032
S  -1.626  1.323  10.029
O  -2.495  2.126  10.865
O  -2.248  0.214  9.382
F  -1.376  2.301  8.776
N  -8.118  4.142  0.353
S  -9.037  5.260  -0.035
O  -8.713  6.149  -1.125
O  -9.886  5.847  1.008
F  -10.166  4.247  -0.604
S  -6.901  5.203  0.802
O  -7.124  6.214  1.860
O  -5.890  5.576  -0.180
F  -6.128  4.106  1.667

[2]
One molecule with the formula C4H9NO2, computed with ωB97M-V with the def2-TZVPD basis set.

Calculated values
- SMILES string = CCCOC(N)=O
- Kohn-Sham gap (eV) = 11.4
- total charge = 0
- energy above the lowest of the compared OMol25 structures with the same formula, charge and spin (kcal/mol) = 5.9

Positions of all 16 atoms, in Å:
C  -2.495  0.139  -0.190
C  -0.997  0.399  -0.241
C  -0.220  -0.363  0.820
O  1.115  0.153  0.819
C  1.983  -0.507  0.017
N  2.931  0.353  -0.436
O  1.915  -1.688  -0.248
H  -2.900  0.426  0.787
H  -3.017  0.718  -0.958
H  -2.721  -0.921  -0.349
H  -0.587  0.133  -1.224
H  -0.788  1.464  -0.089
H  -0.622  -0.181  1.822
H  -0.192  -1.440  0.627
H  3.710  -0.018  -0.949
H  2.886  1.332  -0.209

> Among the records above, which one has the highest total charge?

C96H216F6N3O12P6S6